(1)
Computed, not measured: a molecular structure, C17H30F2GaO8 at a distorted geometry, with ωB97M-V/def2-TZVPD.

charge: -1
gap between HOMO and LUMO: 6.374 eV
highest occupied orbital energy: -3.9570 eV
calculated total energy: -3392.19817 Ha
max |F|: 1.170 eV/Å

```
58
Properties=species:S:1:pos:R:3:forces:R:3
C 4.271358 -2.446872 1.135178 0.48 -0.04 0.01
C 4.334817 -1.915508 -0.300667 -0.36 -0.42 0.28
C 2.965786 -1.691183 -0.950980 0.11 0.50 -0.66
C 3.073809 -2.002157 -2.455552 0.24 0.11 0.43
Ga 2.363596 0.286367 -0.843601 -0.14 -0.29 0.15
C 1.366310 0.750507 0.887448 -0.31 0.47 -0.50
C -0.131139 0.984222 0.621286 0.28 -0.23 0.12
C -0.900996 -0.343560 0.627719 -0.01 0.85 -0.02
C -2.114439 -0.280044 -0.303665 0.41 -1.06 0.25
C -3.127616 -1.385539 -0.021176 -0.38 0.92 0.44
O -2.436970 -2.595471 0.315961 -0.04 -0.51 -0.73
C -3.120703 -3.734102 0.036953 -0.74 -0.32 0.68
C -2.371331 -4.667249 -0.880948 0.15 0.29 0.07
O -4.211453 -3.989773 0.507399 0.82 0.42 -0.59
H 5.187979 -2.998347 1.365770 0.05 0.02 0.08
H 4.205072 -1.652489 1.876865 -0.27 0.09 0.02
H 3.449087 -3.146290 1.277519 -0.17 0.03 -0.01
H 4.924019 -0.997820 -0.298760 0.10 0.08 -0.14
H 4.894794 -2.649749 -0.894927 0.10 -0.05 -0.05
H 2.214357 -2.364668 -0.528541 0.05 -0.10 0.23
H 2.099696 -1.996409 -2.939841 -0.07 0.06 -0.12
H 3.566672 -2.966583 -2.644027 -0.07 -0.14 -0.04
H 3.700743 -1.239479 -2.924999 -0.05 0.02 -0.23
H 1.342247 0.541530 -2.096491 -0.13 -0.04 0.03
H 3.672846 1.213540 -1.084447 0.05 -0.08 0.07
H 1.465766 -0.010873 1.664253 0.17 0.01 0.16
H 1.773395 1.692296 1.262372 0.26 -0.09 0.18
H -0.547828 1.674584 1.363815 -0.27 -0.05 0.02
H -0.272899 1.455143 -0.354129 0.05 0.10 -0.07
H -0.200857 -1.107981 0.301157 -0.12 -0.30 0.00
H -1.219131 -0.563991 1.648428 0.03 -0.20 0.08
H -2.586419 0.692992 -0.187295 -0.20 0.09 -0.21
H -1.729195 -0.423383 -1.314861 -0.06 0.36 -0.18
H -3.774769 -1.083133 0.804419 0.01 -0.16 0.16
H -3.782262 -1.555929 -0.878458 0.01 -0.14 -0.08
H -1.707839 -4.095478 -1.523395 0.06 -0.01 -0.05
H -3.072029 -5.242867 -1.474450 -0.11 -0.12 0.05
H -1.755885 -5.344218 -0.291706 0.01 -0.06 0.08
C -3.536896 2.026208 -4.290163 -0.20 -0.04 -0.03
C -2.174331 1.452465 -3.961769 0.15 0.11 -0.03
O -1.716995 2.326196 -2.952610 -0.14 -0.14 0.09
C -2.801276 2.841021 -2.318539 0.12 0.01 -0.07
O -2.777509 3.408222 -1.283410 -0.07 0.19 0.14
O -3.930390 2.606552 -3.044262 0.07 -0.12 -0.12
F -1.338628 1.503867 -5.026831 -0.03 0.07 0.04
H -3.457304 2.807896 -5.047418 0.12 -0.03 -0.03
H -4.258020 1.278859 -4.610967 -0.06 0.01 0.16
H -2.188646 0.433713 -3.570595 0.10 -0.03 -0.08
C 0.101054 4.253208 4.785602 -0.02 0.19 0.11
C 0.011798 2.746175 4.708568 -0.03 -0.06 -0.31
O 1.156752 2.410567 3.955634 0.08 0.03 0.36
C 2.091602 3.380396 4.163618 -0.18 0.00 -0.09
O 3.236649 3.296787 3.899030 0.20 0.00 -0.05
O 1.511962 4.468176 4.748272 -0.11 -0.02 0.01
F -1.101483 2.336144 4.054177 0.05 0.00 0.02
H -0.367642 4.716859 3.916361 -0.04 -0.11 -0.05
H -0.324927 4.666979 5.696296 0.15 0.02 0.05
H 0.055642 2.239676 5.675377 -0.10 -0.06 -0.02
```
Forces are in eV/Å.

---

(2)
Computed, not measured: a molecular structure, C17H30IN7O2S2SbSe6Y at a distorted geometry, with ωB97M-V/def2-TZVPD.

charge: -2
relative energy (zero: lowest compared OMol25 entry of this formula, charge and spin): 0.0 kcal per mole
gap between HOMO and LUMO: 4.140 eV
highest occupied orbital energy: -0.7876 eV
calculated total energy: -16980.98021 Ha
max |F|: 6.104 eV/Å

```
67
Properties=species:S:1:pos:R:3:forces:R:3
Y -0.886013 -0.907408 0.482578 -0.95 4.32 0.84
C -5.002061 0.665407 -3.441154 -0.02 -0.08 0.18
N -4.084703 -0.412744 -3.098130 0.11 0.12 -0.24
C -4.672663 -1.744476 -3.062814 -0.07 0.00 -0.03
C -3.093874 -0.154880 -2.151086 0.04 0.09 0.00
N -2.769819 -0.888140 -1.176530 -0.34 0.19 -0.20
N -2.406410 1.042340 -2.440222 0.07 -0.12 0.05
C -1.350500 1.549437 -1.729354 -0.22 0.12 0.17
N -0.810899 2.709289 -2.258899 -0.08 0.04 -0.05
N -0.969797 1.045715 -0.624408 0.44 1.36 -0.69
H -5.755163 0.265655 -4.118296 0.03 0.01 -0.02
H -4.505275 1.486996 -3.961075 0.00 0.02 -0.01
H -5.516529 1.075240 -2.563260 -0.01 0.00 0.00
H -5.235680 -1.889860 -3.987401 0.02 0.01 0.02
H -5.329497 -1.908526 -2.203881 0.00 0.00 0.03
H -3.887024 -2.495519 -3.007968 0.00 0.00 0.06
H -3.391687 -1.710160 -1.053206 0.08 -0.03 0.09
H -2.613507 1.478245 -3.318333 0.01 -0.06 -0.08
H -0.832131 2.798194 -3.262290 0.07 -0.06 0.00
H 0.083441 2.950224 -1.856976 0.02 -0.05 -0.05
H -0.186539 1.558955 -0.206772 0.04 0.06 -0.16
O 4.898605 0.446352 1.493290 -0.08 -0.06 0.06
C 3.972296 -0.643001 1.698219 0.01 -0.01 -0.04
C 3.085572 -0.460234 2.932334 -0.03 0.05 0.04
C 3.963151 -0.559084 4.193262 0.03 0.08 -0.04
O 4.993189 0.428263 4.278426 0.01 -0.17 0.08
C 2.422476 0.927824 2.945580 -0.17 -0.02 -0.09
Se 1.729634 1.608274 1.225624 0.11 0.17 -0.08
C 2.062160 -1.612304 3.016567 -0.14 0.26 0.00
Se 1.160959 -2.153122 1.334773 2.79 -1.25 1.14
H 4.326895 1.193556 1.236871 -0.02 -0.05 -0.06
H 4.563414 -1.557638 1.801439 0.09 0.04 0.02
H 3.334083 -0.752372 0.823467 -0.08 0.03 -0.06
H 4.401716 -1.564432 4.225628 0.05 -0.03 0.01
H 3.338364 -0.445352 5.083085 -0.01 0.03 0.02
H 5.321043 0.550759 3.373353 -0.09 0.06 -0.03
H 3.143426 1.667812 3.282075 0.03 0.00 0.07
H 1.605130 0.918407 3.668690 -0.01 -0.05 0.02
H 1.304803 -1.372173 3.767082 0.00 0.03 0.03
H 2.570025 -2.519468 3.349637 0.02 -0.03 0.00
Se -1.327265 -5.801153 1.383248 0.35 0.42 0.07
Sb -1.814154 -3.463840 0.772066 -2.05 -5.68 0.92
Se -2.158055 -1.980419 2.756334 0.12 0.21 -0.12
Se -0.331180 -2.825515 -1.148700 -0.46 -1.48 -1.23
Se -4.132540 -3.743330 -0.031817 -0.26 0.30 -0.39
I -5.476124 -0.094099 0.856061 0.05 -0.07 0.00
C -4.015493 1.049069 1.819071 -0.06 0.03 0.04
C -4.445429 1.976895 2.763081 0.05 0.05 0.06
C -3.491540 2.730729 3.423899 -0.02 -0.03 -0.01
C -2.154433 2.534109 3.113848 -0.03 -0.06 -0.04
C -1.838988 1.575850 2.167381 0.11 0.14 0.07
N -2.749016 0.831723 1.525374 -0.06 0.42 0.21
H -5.499756 2.084344 2.972504 0.00 0.02 -0.03
H -3.790638 3.457979 4.170172 0.00 -0.01 -0.02
H -1.361816 3.101388 3.582411 0.01 -0.03 0.00
H -0.782761 1.423439 1.912924 -0.18 0.06 0.12
S 1.443499 -0.670732 -1.888229 0.68 0.83 -0.83
C 2.805612 -0.312481 -2.711049 0.07 -0.19 0.10
N 4.056399 -0.683092 -2.351678 0.04 -0.11 -0.08
C 5.173092 -0.296453 -3.184950 -0.05 0.08 0.07
C 4.589711 -0.091017 -4.578516 -0.16 0.07 0.03
S 2.906095 0.530800 -4.277396 -0.01 -0.01 0.01
H 4.181643 -1.096758 -1.439116 -0.05 0.05 0.02
H 5.929864 -1.081525 -3.187061 0.03 -0.01 0.01
H 5.633732 0.627851 -2.822952 0.01 0.05 0.03
H 4.516975 -1.032096 -5.121739 0.06 -0.02 -0.01
H 5.151958 0.632298 -5.165103 0.04 -0.03 0.01
```
Forces are in eV/Å.

---

(3)
Computed, not measured: 2 unconnected molecules or ions with the total composition C17H31BF6NO5 at a distorted geometry, with ωB97M-V/def2-TZVPD.

charge: -1
gap between HOMO and LUMO: 7.148 eV
highest occupied orbital energy: -4.5598 eV
calculated total energy: -1721.34405 Ha
max |F|: 3.321 eV/Å

```
61
Properties=species:S:1:pos:R:3:forces:R:3
C 7.206049 -2.162808 1.289982 -0.59 -0.41 0.54
C 5.805489 -2.789621 0.790021 0.65 -0.47 -0.16
C 5.329429 -2.266079 -0.643822 1.25 -0.12 -0.10
O 4.264281 -1.299971 -0.616401 -0.38 -1.57 0.39
C 3.065843 -1.832655 -0.046969 -3.27 -0.51 0.28
O 2.493150 -3.012987 -0.612131 1.90 0.34 1.25
B 1.170367 -2.724198 -1.199526 -0.34 0.00 -1.52
C 0.047148 -3.905246 -1.301753 -0.58 -1.19 0.26
C -0.653051 -4.300526 0.086685 0.44 -0.91 -0.41
C -2.218707 -4.010240 0.164354 0.23 0.30 -0.17
C -2.623419 -2.578680 0.698929 -1.02 -0.33 -1.40
F -2.251741 -1.520711 -0.164873 -0.55 -2.16 1.84
F -4.060405 -2.546779 0.701267 2.08 0.06 0.02
C -2.177381 -2.243617 2.197930 -0.83 1.88 1.18
F -3.341687 -1.997128 2.972337 2.23 -0.61 -1.18
F -1.487158 -1.021830 2.207462 -0.88 -3.01 0.34
F -1.503068 -3.259725 2.855819 -0.95 2.15 -1.40
O 0.665711 -1.524878 -0.495664 2.02 1.31 1.99
C 1.835875 -0.793423 -0.183852 -0.09 0.77 -0.89
F 1.814631 -0.141287 1.104346 -0.73 -0.98 -0.63
C 1.935754 0.433464 -1.206462 -1.21 0.55 -0.41
C 1.573305 1.794583 -0.465207 1.72 1.11 0.17
C 0.087622 2.353017 -0.303132 0.65 -0.86 0.57
N 2.544509 2.526607 0.025044 -1.80 -1.20 -1.04
H 7.014778 -1.530723 2.226476 0.44 -0.82 -1.35
H 7.708287 -1.503214 0.511320 -0.57 -0.99 0.94
H 7.864092 -3.052765 1.589294 -0.59 1.56 -0.44
H 5.058167 -2.628999 1.624815 0.63 -0.19 -1.31
H 5.954458 -3.922167 0.683393 -0.30 1.57 0.24
H 5.125027 -3.144604 -1.351514 -0.21 1.22 1.14
H 6.232495 -1.724394 -1.103310 -1.38 -0.58 0.59
H 3.088942 -2.027823 1.081119 0.84 0.47 -1.39
H 1.451491 -2.425025 -2.334050 -0.16 0.34 -1.06
H -0.768578 -3.662008 -2.074516 1.17 -0.12 1.03
H 0.561228 -4.851976 -1.709180 -0.68 1.29 0.50
H -0.534067 -5.437709 0.204391 -0.31 1.57 0.05
H -0.036737 -3.839918 0.920316 -1.06 -0.40 -0.80
H -2.751782 -4.798163 0.803165 0.69 1.35 -0.65
H -2.663259 -4.092913 -0.889710 0.59 0.26 1.50
H 1.142871 0.268794 -2.015793 1.14 -0.07 1.12
H 2.928674 0.534616 -1.740160 -1.00 -0.14 0.96
H -0.657496 1.556535 -0.617133 0.83 1.13 0.23
H -0.058187 2.542490 0.812271 0.16 -0.21 -1.46
H -0.067381 3.341722 -0.843828 0.28 -1.42 0.52
H 3.447673 2.064563 -0.164059 -0.49 0.10 0.12
C -5.745203 5.667124 -1.371939 -0.03 0.03 0.13
O -5.780102 5.178918 -0.040940 0.12 -0.05 -0.32
C -5.324819 3.829899 0.053705 0.05 0.22 0.55
C -3.914017 3.762091 0.622852 0.05 -0.34 -0.51
O -2.961543 4.290249 -0.296303 -0.20 0.33 0.21
C -2.523457 5.589932 0.067805 0.06 -0.15 -0.11
H -5.954814 6.737414 -1.349535 -0.03 -0.06 0.10
H -4.764939 5.512576 -1.831750 -0.04 -0.04 -0.01
H -6.516114 5.172898 -1.972593 0.05 0.00 -0.11
H -5.378131 3.327376 -0.917057 0.10 0.05 0.02
H -6.004404 3.312979 0.738900 0.03 -0.04 -0.02
H -3.650449 2.712333 0.784713 -0.03 0.00 0.03
H -3.855566 4.276496 1.587781 -0.08 0.04 -0.07
H -1.898387 5.535583 0.964415 0.00 0.10 0.04
H -3.366849 6.263404 0.244268 0.00 -0.01 0.05
H -1.924450 5.989126 -0.752014 -0.01 -0.13 0.02
```
Forces are in eV/Å.

---

(4)
Computed, not measured: a molecular structure, C17H31BeCl3O2P2 at a distorted geometry, with ωB97M-V/def2-TZVPD.

relative energy (zero: lowest compared OMol25 entry of this formula, charge and spin): 0.0 kcal per mole
gap between HOMO and LUMO: 8.291 eV
highest occupied orbital energy: -7.9329 eV
calculated total energy: -2894.82146 Ha
max |F|: 2.698 eV/Å

```
56
Properties=species:S:1:pos:R:3:forces:R:3
P 0.343363 -3.464201 -0.467462 1.56 0.91 -1.40
P -0.589659 -0.089504 -1.532728 0.60 0.42 -1.29
C -0.457170 -2.750340 -1.969223 0.04 -0.70 0.06
C 0.136139 -1.462737 -2.507440 -0.79 -0.37 -0.40
H -1.525874 -2.600983 -1.735614 0.35 -0.25 -0.13
H -0.375303 -3.568376 -2.689386 -0.28 0.20 -0.14
H 1.231256 -1.390134 -2.375699 -0.52 -0.08 -0.31
H -0.150842 -1.370379 -3.565291 0.41 -0.04 0.11
C -2.347952 0.108475 -2.052296 0.02 -0.27 -0.19
H -2.793847 0.908332 -1.445595 0.06 -0.32 -0.04
H -2.895274 -0.823761 -1.905847 -0.21 0.15 0.07
H -2.405172 0.422290 -3.097885 -0.16 -0.19 0.06
C 0.019057 1.133765 -2.826776 0.00 0.31 0.49
H -0.484781 0.880272 -3.765035 0.10 0.03 0.09
H 1.094072 1.033986 -2.998635 -0.02 0.14 0.19
H -0.225405 2.177075 -2.586734 0.13 -0.25 0.05
C 1.021397 -5.045148 -1.096838 -0.17 -0.32 0.46
H 0.615165 -5.863652 -0.491760 0.18 0.03 -0.22
H 2.113192 -5.027564 -0.992077 -0.28 -0.11 -0.07
H 0.737051 -5.201634 -2.146113 0.16 0.06 0.37
C 1.838765 -2.472973 -0.109688 0.44 -0.42 -0.55
H 1.696218 -1.394837 -0.232098 -0.08 -0.27 0.03
H 2.545969 -2.870474 -0.837134 0.57 0.54 0.08
H 2.197949 -2.659523 0.910882 -0.24 -0.07 -0.31
Be -0.769441 -3.119340 1.107390 -1.61 -1.03 1.90
C 1.290375 4.790138 1.452277 0.11 0.08 -0.06
C 0.292066 5.234116 0.671173 0.39 0.42 0.20
C -0.539035 4.444699 -0.312753 -0.65 0.37 -0.16
C -1.334592 3.352661 0.457635 -0.77 0.86 -1.18
C -0.738622 2.006383 0.367083 1.33 -1.09 0.88
C 0.576193 1.653846 0.344819 -1.45 0.81 0.66
C 1.673853 2.640897 0.107120 0.85 0.01 0.02
C 2.024848 3.468987 1.358481 0.35 -0.19 -0.21
C -2.184351 -4.062813 1.181639 -0.35 0.73 0.18
H 1.700214 5.431624 2.245981 -0.32 0.02 -0.48
H -0.073726 6.265550 0.787284 0.34 -0.45 0.32
H 0.034353 4.005735 -1.145657 -0.49 0.21 0.45
H -1.263053 5.119039 -0.817605 0.40 -0.22 0.49
H -1.530229 3.675168 1.505048 0.36 -0.30 -0.53
H -2.343466 3.275180 0.008543 0.28 0.14 0.12
H -1.507982 1.232898 0.375995 0.41 -0.14 0.64
H 0.907062 0.647829 0.680597 -0.52 0.62 -0.81
H 1.483314 3.334124 -0.720914 0.08 -0.45 0.38
H 2.558563 2.091821 -0.239770 -0.01 -0.04 0.33
H 1.894001 2.853626 2.264448 -0.13 0.24 -0.18
H 3.115082 3.652795 1.318855 -0.41 0.30 0.11
H -1.982291 -5.118105 1.377557 0.01 -0.08 0.02
H -2.841679 -3.996358 0.312855 -0.12 -0.15 -0.11
H -2.726536 -3.645113 2.033366 -0.28 -0.29 0.07
Cl 0.686847 -1.135943 5.650053 0.06 0.17 -0.31
C 0.523527 -0.745462 3.923716 -0.65 -0.21 -0.12
Cl -0.161993 0.904834 3.714208 0.25 -0.55 0.18
Cl 2.113216 -0.816033 3.133130 -0.17 0.12 0.21
C -0.535380 -1.775500 3.295998 -0.56 -0.17 0.23
O -1.630532 -1.862662 3.822906 1.64 0.13 -0.89
O -0.048924 -2.412619 2.254991 -0.24 1.02 0.67
```
Forces are in eV/Å.